{"formula": "C33H68NO7", "method": "ωB97M-V/def2-TZVPD", "charge": -1, "multiplicity": 1, "homo_energy_ev": -0.71, "homo_lumo_gap_ev": 3.067, "species": ["C", "N", "C", "C", "C", "C", "H", "H", "H", "H", "H", "H", "H", "H", "H", "H", "H", "H", "C", "C", "C", "O", "C", "H", "H", "H", "H", "H", "H", "H", "H", "C", "C", "C", "O", "C", "H", "H", "H", "H", "H", "H", "H", "H", "C", "C", "C", "O", "C", "H", "H", "H", "H", "H", "H", "H", "H", "C", "C", "C", "O", "C", "H", "H", "H", "H", "H", "H", "H", "H", "C", "C", "C", "O", "C", "H", "H", "H", "H", "H", "H", "H", "H", "C", "C", "C", "O", "C", "H", "H", "H", "H", "H", "H", "H", "H", "C", "C", "C", "O", "C", "H", "H", "H", "H", "H", "H", "H", "H"], "coordinates": [[0.377, -1.706, -1.772], [-0.008, -0.401, -2.370], [-1.431, -0.143, -2.277], [-2.219, -0.821, -3.401], [-3.113, -1.972, -2.917], [-4.311, -1.466, -2.105], [-0.501, -2.284, -1.470], [1.009, -2.295, -2.441], [0.431, 0.317, -1.810], [-1.823, -0.485, -1.300], [-1.595, 0.939, -2.304], [-2.904, -0.102, -3.869], [-1.539, -1.174, -4.175], [-3.509, -2.508, -3.784], [-2.501, -2.647, -2.323], [-4.642, -2.190, -1.358], [-5.165, -1.249, -2.751], [-4.070, -0.545, -1.572], [2.088, 0.162, 2.851], [1.142, -1.029, 2.719], [0.025, -0.451, 1.861], [0.626, 0.547, 1.041], [1.948, 0.811, 1.481], [3.117, -0.116, 3.081], [1.736, 0.844, 3.633], [1.637, -1.835, 2.174], [0.800, -1.422, 3.675], [-0.749, 0.035, 2.474], [-0.436, -1.202, 1.218], [2.642, 0.367, 0.757], [2.119, 1.891, 1.509], [4.974, 4.302, 0.533], [5.852, 4.254, 1.784], [5.217, 3.103, 2.555], [4.701, 2.202, 1.580], [4.707, 2.822, 0.293], [5.450, 4.786, -0.319], [4.040, 4.827, 0.748], [6.882, 4.006, 1.515], [5.862, 5.185, 2.350], [4.390, 3.459, 3.183], [5.925, 2.568, 3.190], [5.499, 2.366, -0.311], [3.750, 2.633, -0.195], [5.335, -1.212, 0.225], [6.287, -1.983, -0.687], [6.397, -3.317, 0.042], [5.151, -3.525, 0.695], [4.378, -2.309, 0.666], [4.818, -0.390, -0.267], [5.877, -0.808, 1.085], [5.829, -2.126, -1.668], [7.254, -1.498, -0.828], [7.198, -3.289, 0.794], [6.587, -4.157, -0.630], [3.557, -2.426, -0.048], [3.953, -2.134, 1.655], [-4.305, -0.826, -6.431], [-4.603, -1.203, -7.880], [-5.954, -1.896, -7.739], [-6.615, -1.277, -6.636], [-5.684, -0.455, -5.915], [-3.587, -0.016, -6.324], [-3.924, -1.688, -5.881], [-4.699, -0.304, -8.493], [-3.848, -1.845, -8.332], [-5.826, -2.963, -7.522], [-6.583, -1.800, -8.626], [-5.921, 0.596, -6.110], [-5.800, -0.635, -4.847], [-8.971, -0.539, -1.421], [-8.927, -1.755, -2.347], [-8.680, -1.103, -3.702], [-7.913, 0.071, -3.439], [-7.898, 0.350, -2.039], [-8.768, -0.775, -0.377], [-9.948, -0.054, -1.480], [-8.087, -2.399, -2.079], [-9.836, -2.354, -2.329], [-9.622, -0.811, -4.181], [-8.125, -1.735, -4.395], [-6.907, 0.108, -1.639], [-8.081, 1.415, -1.890], [0.574, 5.328, 4.031], [0.453, 4.145, 3.074], [0.660, 4.812, 1.722], [1.546, 5.917, 1.959], [1.670, 6.147, 3.360], [0.829, 5.044, 5.051], [-0.362, 5.892, 4.057], [1.255, 3.426, 3.259], [-0.495, 3.616, 3.141], [-0.282, 5.195, 1.317], [1.109, 4.148, 0.984], [2.664, 5.817, 3.688], [1.585, 7.219, 3.550], [4.575, -2.647, 6.828], [3.654, -3.860, 6.702], [2.495, -3.281, 5.899], [3.057, -2.275, 5.062], [4.393, -1.987, 5.466], [5.614, -2.903, 7.035], [4.221, -1.985, 7.621], [4.150, -4.651, 6.135], [3.337, -4.274, 7.659], [1.747, -2.822, 6.555], [1.996, -4.021, 5.272], [5.085, -2.405, 4.726], [4.527, -0.905, 5.490]], "lowdin_charge": [-0.244, -0.211, -0.319, -0.222, -0.267, -0.118, -0.067, -0.086, 0.031, 0.091, 0.098, 0.084, 0.101, 0.079, 0.084, 0.064, 0.037, 0.065, -0.168, -0.171, -0.213, -0.153, -0.220, 0.095, 0.104, 0.102, 0.099, 0.108, 0.100, 0.108, 0.086, -0.158, -0.168, -0.204, -0.161, -0.203, 0.111, 0.105, 0.110, 0.107, 0.110, 0.115, 0.116, 0.116, -0.174, -0.173, -0.227, -0.146, -0.189, 0.100, 0.111, 0.114, 0.104, 0.109, 0.111, 0.113, 0.101, -0.168, -0.168, -0.214, -0.150, -0.192, 0.113, 0.103, 0.110, 0.109, 0.115, 0.111, 0.122, 0.091, -0.170, -0.167, -0.202, -0.153, -0.202, 0.109, 0.109, 0.113, 0.107, 0.117, 0.109, 0.107, 0.115, -0.169, -0.163, -0.189, -0.151, -0.216, 0.109, 0.110, 0.100, 0.117, 0.118, 0.112, 0.109, 0.112, -0.172, -0.171, -0.205, -0.152, -0.207, 0.108, 0.110, 0.113, 0.107, 0.117, 0.120, 0.120, 0.115]}

***

{"formula": "C33H71BrF3N5O8S", "method": "ωB97M-V/def2-TZVPD", "multiplicity": 1, "smiles": "[H]/N=C(\\C)CN(CCOC(=O)CC)[C@@](CCC(F)(F)F)(C[C@@H](C)Br)[C@H](OCS)OCCOCC.COC[C@@H](C)N.COC[C@@H](C)N.COC[C@@H](C)N", "homo_energy_ev": -8.40, "homo_lumo_gap_ev": 8.901, "species": ["H", "N", "C", "C", "C", "N", "C", "C", "O", "C", "O", "C", "C", "C", "C", "C", "C", "F", "F", "F", "C", "C", "C", "Br", "C", "O", "C", "S", "O", "C", "C", "O", "C", "C", "H", "H", "H", "H", "H", "H", "H", "H", "H", "H", "H", "H", "H", "H", "H", "H", "H", "H", "H", "H", "H", "H", "H", "H", "H", "H", "H", "H", "H", "H", "H", "H", "H", "H", "H", "H", "H", "C", "O", "C", "C", "C", "N", "H", "H", "H", "H", "H", "H", "H", "H", "H", "H", "H", "C", "O", "C", "C", "C", "N", "H", "H", "H", "H", "H", "H", "H", "H", "H", "H", "H", "C", "O", "C", "C", "C", "N", "H", "H", "H", "H", "H", "H", "H", "H", "H", "H", "H"], "coordinates": [[4.646, -1.937, 1.178], [3.643, -1.756, 1.231], [3.197, -1.312, 0.124], [4.055, -1.091, -1.103], [1.714, -0.963, -0.009], [0.740, -1.839, 0.636], [1.071, -3.249, 0.601], [1.351, -3.771, -0.805], [0.146, -4.028, -1.547], [-0.266, -3.071, -2.412], [0.336, -2.040, -2.598], [-1.542, -3.466, -3.102], [-2.743, -3.397, -2.150], [0.024, -1.272, 1.790], [-0.955, -2.297, 2.386], [-2.062, -2.758, 1.436], [-3.005, -3.751, 2.067], [-3.426, -4.673, 1.189], [-2.468, -4.446, 3.077], [-4.101, -3.173, 2.560], [1.008, -0.807, 2.909], [0.545, 0.325, 3.831], [-0.301, -0.098, 5.026], [2.165, 1.271, 4.487], [-0.776, -0.041, 1.262], [-1.779, 0.234, 2.223], [-2.574, 1.354, 1.960], [-1.819, 3.009, 2.220], [-1.364, -0.282, 0.025], [-1.134, 0.659, -1.017], [-2.424, 0.901, -1.794], [-2.154, 0.785, -3.169], [-3.296, 0.611, -3.983], [-4.274, 1.771, -3.860], [3.470, -0.813, -1.982], [4.770, -0.287, -0.907], [4.620, -2.000, -1.326], [1.601, 0.050, 0.392], [1.484, -0.892, -1.074], [1.931, -3.529, 1.230], [0.230, -3.834, 0.967], [2.007, -3.124, -1.386], [1.851, -4.738, -0.704], [-1.435, -4.483, -3.487], [-1.665, -2.765, -3.932], [-3.642, -3.793, -2.624], [-2.925, -2.362, -1.847], [-2.555, -3.980, -1.245], [-0.378, -3.159, 2.727], [-1.410, -1.866, 3.278], [-2.678, -1.909, 1.134], [-1.664, -3.196, 0.521], [1.227, -1.671, 3.549], [1.957, -0.545, 2.452], [0.038, 1.118, 3.289], [-0.177, 0.584, 5.868], [-1.359, -0.093, 4.745], [-0.041, -1.110, 5.347], [-0.113, 0.834, 1.190], [-3.002, 1.311, 0.957], [-3.385, 1.336, 2.691], [-0.667, 2.817, 1.571], [-0.772, 1.594, -0.571], [-0.379, 0.278, -1.711], [-3.179, 0.171, -1.465], [-2.819, 1.903, -1.577], [-3.796, -0.341, -3.740], [-2.912, 0.527, -5.004], [-3.724, 2.711, -3.776], [-4.963, 1.819, -4.706], [-4.882, 1.689, -2.952], [-1.783, 5.180, -4.005], [-2.350, 4.660, -2.819], [-1.442, 4.436, -1.755], [-1.116, 5.672, -0.910], [-0.173, 6.659, -1.590], [-2.313, 6.383, -0.459], [-0.770, 4.796, -4.160], [-1.755, 6.272, -4.005], [-2.412, 4.855, -4.834], [-1.931, 3.706, -1.104], [-0.524, 3.971, -2.142], [-0.611, 5.296, -0.014], [-0.693, 7.251, -2.344], [0.229, 7.354, -0.854], [0.662, 6.147, -2.072], [-2.879, 5.769, 0.119], [-2.886, 6.590, -1.271], [3.590, 6.236, 5.931], [2.689, 5.149, 5.900], [1.335, 5.459, 6.155], [0.554, 5.972, 4.939], [0.869, 7.414, 4.557], [0.727, 5.115, 3.763], [3.299, 6.971, 6.689], [3.668, 6.739, 4.963], [4.571, 5.836, 6.188], [0.884, 4.516, 6.475], [1.261, 6.165, 6.994], [-0.503, 5.928, 5.219], [1.826, 7.489, 4.041], [0.105, 7.794, 3.879], [0.902, 8.061, 5.436], [0.401, 4.177, 3.980], [1.725, 5.005, 3.605], [3.804, -5.738, -4.437], [3.008, -5.822, -3.272], [1.720, -6.380, -3.448], [1.667, -7.911, -3.444], [2.173, -8.556, -4.730], [2.374, -8.501, -2.306], [3.192, -5.520, -5.318], [4.370, -6.655, -4.618], [4.510, -4.921, -4.291], [1.133, -6.016, -2.602], [1.259, -5.977, -4.361], [0.610, -8.173, -3.336], [3.262, -8.544, -4.780], [1.860, -9.598, -4.772], [1.783, -8.044, -5.613], [1.954, -8.186, -1.437], [3.322, -8.134, -2.293]], "lowdin_charge": [0.066, 0.153, -0.386, -0.032, -0.133, -0.051, -0.145, -0.119, -0.010, -0.469, 0.102, -0.126, -0.063, -0.313, -0.093, -0.048, -0.634, 0.128, 0.138, 0.144, -0.164, -0.696, -0.130, 0.671, -0.340, -0.148, -0.502, 0.762, -0.070, -0.134, -0.198, -0.144, -0.266, -0.071, 0.077, 0.084, 0.084, 0.135, 0.088, 0.119, 0.112, 0.116, 0.128, 0.117, 0.120, 0.080, 0.071, 0.060, 0.123, 0.121, 0.130, 0.101, 0.128, 0.057, 0.027, 0.059, 0.074, 0.083, 0.127, 0.077, 0.090, -0.147, 0.110, 0.120, 0.132, 0.104, 0.114, 0.120, 0.063, 0.077, 0.076, -0.102, -0.197, -0.212, -0.434, -0.065, 0.047, 0.093, 0.077, 0.085, 0.089, 0.127, 0.125, 0.065, 0.076, 0.078, 0.063, 0.070, -0.109, -0.197, -0.208, -0.431, -0.069, 0.043, 0.089, 0.075, 0.087, 0.120, 0.120, 0.135, 0.064, 0.075, 0.077, 0.028, 0.069, -0.104, -0.191, -0.209, -0.432, -0.069, 0.042, 0.091, 0.076, 0.086, 0.101, 0.123, 0.136, 0.065, 0.076, 0.078, 0.070, 0.070]}

***

{"formula": "C33H72BClN4O7P", "method": "ωB97M-V/def2-TZVPD", "charge": 1, "multiplicity": 1, "homo_energy_ev": -11.55, "homo_lumo_gap_ev": 7.909, "species": ["C", "C", "C", "C", "C", "C", "C", "C", "C", "C", "C", "C", "C", "C", "N", "N", "C", "N", "Cl", "B", "O", "O", "C", "N", "P", "O", "O", "O", "C", "C", "C", "O", "C", "C", "O", "H", "H", "H", "H", "H", "H", "H", "H", "H", "H", "H", "H", "H", "H", "H", "H", "H", "H", "H", "H", "H", "H", "H", "H", "H", "H", "H", "H", "H", "H", "H", "H", "H", "H", "H", "H", "H", "H", "H", "H", "H", "H", "H", "H", "C", "C", "C", "C", "C", "C", "H", "H", "H", "H", "H", "H", "H", "H", "H", "H", "H", "H", "H", "H", "C", "C", "C", "C", "C", "C", "H", "H", "H", "H", "H", "H", "H", "H", "H", "H", "H", "H", "H", "H"], "coordinates": [[7.278, 2.717, 1.967], [7.269, 1.331, 2.783], [7.118, 0.114, 1.716], [5.655, -0.560, 1.929], [5.105, -1.117, 0.521], [4.318, 0.027, -0.316], [2.779, 0.180, 0.177], [2.088, 1.533, -0.321], [0.519, 1.628, -0.056], [-0.064, 1.195, 1.401], [-0.279, -0.386, 1.583], [-0.376, -0.651, 3.196], [-1.917, -0.746, 3.699], [-2.543, 0.760, 3.777], [-3.167, 0.992, 5.128], [-0.374, 0.785, -0.967], [-1.578, 1.535, -1.406], [-2.465, 0.856, -2.119], [-3.875, 1.630, -2.727], [-2.320, -0.637, -2.455], [-3.170, -1.549, -1.759], [-1.358, -0.971, -3.449], [-1.103, -2.417, -3.313], [-1.546, 2.924, -0.949], [-2.928, 3.517, -0.036], [-3.739, 2.300, 0.469], [-3.847, 4.443, -1.146], [-2.537, 4.533, 1.257], [-0.189, 3.050, -0.278], [0.582, 4.238, -1.041], [0.625, 5.559, -0.095], [1.439, 5.369, 1.092], [1.032, 6.273, 2.146], [-0.236, 6.045, 3.084], [1.690, 7.330, 2.329], [6.221, 3.007, 1.612], [7.919, 2.610, 1.023], [7.676, 3.576, 2.627], [6.407, 1.337, 3.553], [8.250, 1.172, 3.361], [7.119, 0.541, 0.654], [7.969, -0.643, 1.793], [5.803, -1.380, 2.717], [4.899, 0.183, 2.382], [5.943, -1.601, -0.099], [4.316, -1.924, 0.753], [4.366, -0.311, -1.419], [4.897, 1.014, -0.219], [2.245, -0.762, -0.227], [2.771, 0.068, 1.320], [2.643, 2.424, 0.127], [2.229, 1.563, -1.472], [-1.091, 1.685, 1.617], [0.645, 1.632, 2.202], [0.580, -1.035, 1.212], [-1.271, -0.673, 1.101], [0.067, 0.260, 3.759], [0.255, -1.547, 3.521], [-2.481, -1.420, 2.973], [-1.943, -1.124, 4.790], [-3.245, 0.985, 2.899], [-1.683, 1.537, 3.692], [-2.381, 1.337, 5.715], [-3.890, 1.727, 5.036], [0.194, 0.757, -1.834], [-3.924, -1.056, -1.345], [-0.195, -2.642, -3.989], [-2.048, -2.965, -3.660], [-0.859, -2.612, -2.209], [-4.721, 4.669, -0.752], [-2.366, 3.957, 2.050], [-0.246, 3.473, 0.798], [1.609, 3.967, -1.453], [-0.048, 4.566, -1.955], [-0.456, 5.734, 0.239], [0.966, 6.481, -0.674], [-1.200, 6.350, 2.539], [-0.154, 6.766, 3.981], [-0.299, 4.994, 3.547], [-5.277, -1.164, 1.313], [-6.343, -1.014, 2.390], [-6.121, -1.936, 3.590], [-6.171, -3.436, 3.279], [-7.470, -3.925, 2.635], [-8.691, -3.732, 3.524], [-5.273, -2.170, 0.886], [-5.464, -0.457, 0.498], [-4.283, -0.957, 1.719], [-7.332, -1.180, 1.955], [-6.335, 0.023, 2.745], [-6.866, -1.698, 4.357], [-5.147, -1.709, 4.038], [-6.007, -3.987, 4.211], [-5.334, -3.700, 2.624], [-7.366, -4.993, 2.416], [-7.633, -3.429, 1.673], [-8.566, -4.255, 4.476], [-9.582, -4.133, 3.033], [-8.876, -2.675, 3.732], [3.362, -2.732, -3.810], [3.951, -3.753, -4.774], [4.387, -3.143, -6.107], [3.263, -2.512, -6.936], [2.108, -3.451, -7.288], [2.532, -4.630, -8.152], [2.453, -2.276, -4.211], [3.101, -3.215, -2.864], [4.083, -1.938, -3.597], [3.232, -4.561, -4.939], [4.825, -4.214, -4.302], [4.887, -3.917, -6.700], [5.147, -2.377, -5.915], [3.697, -2.120, -7.863], [2.861, -1.644, -6.403], [1.350, -2.877, -7.832], [1.620, -3.817, -6.379], [2.986, -4.286, -9.085], [1.664, -5.244, -8.405], [3.251, -5.271, -7.636]], "lowdin_charge": [-0.143, -0.254, -0.208, -0.214, -0.213, -0.198, -0.197, -0.103, -0.315, -0.134, -0.161, -0.192, -0.170, -0.283, -0.036, 0.135, -0.216, -0.264, 0.870, -0.627, 0.147, 0.006, -0.033, -0.013, 0.645, -0.331, -0.176, -0.158, -0.237, -0.077, -0.170, -0.085, -0.378, -0.009, 0.084, 0.069, 0.073, 0.078, 0.102, 0.105, 0.091, 0.113, 0.113, 0.102, 0.118, 0.107, 0.105, 0.110, 0.115, 0.115, 0.139, 0.137, 0.092, 0.137, 0.096, 0.106, 0.101, 0.109, 0.089, 0.118, 0.094, 0.088, 0.075, 0.066, 0.149, 0.109, 0.110, 0.121, 0.115, 0.101, 0.096, 0.129, 0.118, 0.133, 0.112, 0.147, 0.084, 0.107, 0.088, -0.116, -0.256, -0.220, -0.227, -0.273, -0.111, 0.072, 0.063, 0.047, 0.102, 0.105, 0.106, 0.101, 0.112, 0.099, 0.106, 0.097, 0.078, 0.072, 0.066, -0.120, -0.266, -0.225, -0.229, -0.277, -0.110, 0.050, 0.068, 0.067, 0.100, 0.108, 0.104, 0.110, 0.112, 0.097, 0.104, 0.091, 0.079, 0.072, 0.068]}